ORCA calculation (the ωB97M-V functional and the def2-TZVPD basis) on 11 unconnected molecules or ions with the total composition C15H52O11 in a non-equilibrium geometry.

The geometry in XYZ format:
```
78
Properties=species:S:1:pos:R:3:lowdin_charge:R:1
C 10.1763 7.4398 12.9191 -0.051
C 9.9922 8.6178 11.9490 -0.259
O 10.4389 9.8849 12.5122 -0.085
H 9.7151 7.5968 13.8790 0.066
H 11.1799 7.1579 13.0159 0.026
H 9.6878 6.6262 12.4385 0.078
H 8.9439 8.6791 11.6483 0.106
H 10.4892 8.5772 10.9938 0.097
H 10.1364 10.5176 11.8797 0.066
C 14.7312 1.8472 15.5518 -0.066
C 14.2848 2.1097 16.9592 -0.296
O 15.3822 1.9912 17.8823 -0.090
H 13.9783 2.1830 14.8455 0.058
H 15.0329 0.8540 15.4383 0.067
H 15.6345 2.2371 15.1891 0.063
H 13.5871 1.4294 17.3132 0.086
H 13.8589 3.0616 17.0962 0.057
H 15.0139 1.6103 18.7383 0.113
C 13.6515 8.7051 12.7877 -0.057
C 13.5808 7.7571 11.6035 -0.316
O 14.3513 6.6094 11.6213 -0.071
H 13.0701 9.5749 12.7894 0.053
H 14.6185 9.1780 12.9272 0.082
H 13.5105 8.1493 13.7161 0.052
H 13.8224 8.3900 10.7314 0.120
H 12.5976 7.5176 11.2850 0.084
H 14.5013 6.1483 10.7902 0.107
C 14.6443 3.3427 12.4861 -0.076
C 14.7324 1.8556 12.0399 -0.305
O 13.8732 1.7576 10.9526 -0.067
H 15.0682 3.5327 13.4657 0.037
H 13.6607 3.7483 12.5101 0.043
H 15.1613 3.9620 11.6384 0.104
H 14.2324 1.2387 12.8000 0.108
H 15.6893 1.4681 11.8982 0.092
H 14.2648 2.2675 10.2349 0.083
C 13.2791 5.6638 15.2070 -0.120
O 12.8545 5.5911 13.8687 -0.137
H 13.6803 6.6680 15.4749 0.084
H 14.0433 4.9556 15.2191 0.061
H 12.4103 5.3990 15.8276 0.084
H 13.5382 5.8333 13.2742 0.024
C 9.0259 6.0298 16.6633 -0.179
O 7.9214 5.5178 17.4016 -0.140
H 8.7648 5.9267 15.5837 0.088
H 9.9722 5.4175 16.8367 0.072
H 9.2055 7.0610 17.0310 0.067
H 7.3818 6.3499 17.4471 0.095
C 11.4792 8.2606 16.1683 -0.167
O 11.9367 9.2953 15.3378 -0.094
H 11.1890 7.4806 15.5143 0.036
H 10.6171 8.5086 16.7336 0.054
H 12.2405 7.8990 16.8938 0.078
H 11.3473 9.4329 14.5989 0.041
C 16.5551 6.2747 13.8720 -0.147
O 17.7675 6.6112 13.2059 -0.107
H 16.0968 5.4984 13.3368 0.028
H 15.9577 7.1631 13.8953 0.060
H 16.7355 5.9945 14.8984 0.087
H 17.5962 6.8645 12.2960 0.070
C 13.9869 6.1158 18.1515 -0.182
O 14.4659 6.1239 19.4537 -0.088
H 14.5231 6.8282 17.5297 0.086
H 12.9127 6.3597 18.2814 0.080
H 14.1412 5.1195 17.7892 0.059
H 13.7873 6.3971 20.0561 0.068
C 10.7694 3.0419 14.5504 -0.135
O 11.1345 3.6914 13.3086 -0.116
H 11.6021 2.8015 15.1689 0.043
H 10.0655 2.2337 14.3609 0.079
H 10.1388 3.6509 15.2549 0.067
H 11.7570 4.3610 13.5733 -0.018
C 11.1392 2.8145 18.3272 -0.162
O 11.7490 3.9876 17.9046 -0.137
H 10.9118 2.0660 17.5140 0.105
H 10.2564 2.9707 18.9529 0.088
H 11.7883 2.3006 18.9845 0.055
H 11.6814 4.7125 18.5052 0.058
```

As for the SMILES: CCO.CCO.CCO.CCO.CO.CO.CO.CO.CO.CO.CO. The orbital gap comes out at 0.363 Ha. The energy is -1430.05273 Eh. The net charge is 0. The calculation puts the HOMO energy at -9.623 eV. Its energy relative to the best compared isomer or geometry (same formula, charge and spin) is 7.5047 eV.

=====

ORCA calculation (the ωB97M-V functional and the def2-TZVPD basis) on 13 unconnected molecules or ions with the total composition C15H56ClFNO17PS in a non-equilibrium geometry.

The geometry in XYZ format:
```
93
Properties=species:S:1:pos:R:3:lowdin_charge:R:1
C -0.4701 3.1410 4.5674 -0.074
C -0.5070 3.4418 3.0661 -0.259
C -1.9146 3.6402 2.4978 -0.675
Cl -1.8881 3.4988 0.7046 0.704
N -2.9509 2.7496 3.0929 -0.254
P -4.4937 3.5055 3.2368 0.384
O -4.4870 4.8769 2.7563 -0.212
O -5.4926 2.4904 2.5453 -0.086
O -4.7955 3.3962 4.7964 -0.100
S -2.9578 1.1346 2.7593 0.546
O -3.5808 0.5574 3.9042 -0.233
O -3.4169 0.7864 1.4690 -0.233
F -1.4518 0.8096 2.8293 -0.091
H 0.3812 3.6396 5.0280 0.078
H -1.3598 3.4901 5.0926 0.060
H -0.3711 2.0763 4.7730 0.072
H 0.0114 2.6859 2.4785 0.057
H 0.0148 4.3800 2.8718 0.117
H -2.2664 4.6481 2.6835 0.089
H -6.3865 2.8467 2.6049 0.112
H -4.6431 2.4880 5.1066 0.077
C 1.9418 0.6138 0.3231 -0.138
O 1.3151 1.2290 1.4494 -0.141
H 2.1840 1.4145 -0.3694 0.072
H 2.8528 0.0826 0.6030 0.057
H 1.2704 -0.0859 -0.1782 0.082
H 1.0847 0.5365 2.0754 0.067
C -3.7409 -2.7240 0.8445 -0.164
O -4.2582 -2.6982 2.1643 -0.111
H -3.9651 -3.7006 0.4214 0.083
H -4.2007 -1.9452 0.2278 0.052
H -2.6557 -2.5790 0.8421 0.079
H -4.0785 -1.8278 2.5319 0.045
C -6.8458 -0.4416 -1.1596 -0.152
O -6.6215 -0.2883 0.2340 -0.125
H -7.8964 -0.6896 -1.2941 0.079
H -6.6284 0.4770 -1.7117 0.082
H -6.2325 -1.2425 -1.5798 0.055
H -5.6990 -0.0450 0.3582 0.043
C -3.8071 2.6764 8.1528 -0.156
O -2.9547 3.4059 7.2849 -0.129
H -3.1682 2.1725 8.8746 0.080
H -4.4977 3.3284 8.6939 0.080
H -4.3876 1.9134 7.6227 0.072
H -3.4999 3.8661 6.6392 0.044
C 0.6618 3.8814 -2.3353 -0.164
O 0.3228 2.5532 -1.9712 -0.138
H 1.6327 3.8369 -2.8257 0.075
H -0.0587 4.3141 -3.0352 0.077
H 0.7419 4.5356 -1.4622 0.073
H -0.5324 2.5745 -1.5319 0.028
C 3.5060 -1.8613 -2.3311 -0.135
O 3.3311 -2.0926 -0.9353 -0.137
H 2.6952 -1.2104 -2.6534 0.087
H 4.4557 -1.3808 -2.5655 0.063
H 3.4457 -2.8022 -2.8896 0.072
H 4.0464 -2.6625 -0.6252 0.059
C 3.0105 -5.7502 -1.7228 -0.146
O 1.8899 -4.9075 -1.9340 -0.131
H 2.6724 -6.7731 -1.8748 0.081
H 3.8175 -5.5418 -2.4326 0.077
H 3.4017 -5.6577 -0.7057 0.078
H 2.1663 -3.9956 -1.7931 0.038
C 5.4705 -1.9477 1.9137 -0.147
O 5.3321 -3.2592 1.3722 -0.127
H 4.5282 -1.4337 1.7391 0.063
H 5.6690 -1.9715 2.9875 0.078
H 6.2685 -1.3939 1.4130 0.081
H 6.1648 -3.7193 1.5079 0.076
C 4.9390 0.2739 -5.3532 -0.151
O 5.5755 0.1148 -4.0960 -0.145
H 3.8847 0.0423 -5.2110 0.076
H 5.0235 1.2996 -5.7238 0.076
H 5.3450 -0.4058 -6.1074 0.078
H 6.5071 0.3381 -4.2064 0.055
C 7.8562 3.5713 -4.0311 -0.148
O 7.4498 2.2547 -3.6870 -0.136
H 8.7117 3.4740 -4.6957 0.079
H 7.0676 4.1173 -4.5552 0.078
H 8.1622 4.1445 -3.1526 0.077
H 6.6869 2.3027 -3.1025 0.078
C -3.1598 -1.8772 -3.2121 -0.149
O -4.5176 -1.8396 -3.6320 -0.128
H -2.6530 -1.0385 -3.6841 0.079
H -3.0720 -1.7707 -2.1269 0.064
H -2.6712 -2.8041 -3.5239 0.071
H -4.9709 -2.5829 -3.2246 0.067
C -0.5983 -6.1787 -4.3328 -0.172
O -0.6996 -6.4115 -2.9404 -0.129
H -1.0631 -7.0263 -4.8339 0.075
H -1.1230 -5.2682 -4.6401 0.067
H 0.4430 -6.1080 -4.6610 0.073
H -0.2481 -5.6878 -2.4896 0.047
```

The orbital gap comes out at 0.372 Ha. The energy is -3238.43577 Eh. The net charge is 0. The calculation puts the HOMO energy at -9.863 eV.

=====

ORCA calculation (the ωB97M-V functional and the def2-TZVPD basis) on 15 unconnected molecules or ions with the total composition C15H60N20O15 in a non-equilibrium geometry.

The geometry in XYZ format:
```
110
Properties=species:S:1:pos:R:3:lowdin_charge:R:1
C -4.8757 -28.5250 -6.2215 -0.114
O -5.5249 -27.4725 -5.4565 -0.154
H -5.2682 -28.5062 -7.2382 0.082
H -3.8345 -28.2453 -6.3824 0.069
H -4.7908 -29.5214 -5.7878 0.075
H -4.7655 -27.0054 -5.1007 0.000
C -8.1250 -28.1772 1.1200 -0.160
O -6.7675 -27.8836 1.1264 -0.123
H -8.7404 -27.5665 1.7806 0.080
H -8.4980 -28.1461 0.0963 0.068
H -8.3154 -29.1922 1.4686 0.087
H -6.2096 -28.6047 1.4272 0.082
C -8.9992 -26.0035 -5.8126 -0.149
O -7.9612 -26.4413 -6.6833 -0.112
H -9.2815 -26.7757 -5.0969 0.042
H -8.7031 -25.2218 -5.1130 0.041
H -9.8273 -25.6878 -6.4471 0.085
H -7.1835 -26.7664 -6.2238 0.024
C -10.0423 -24.4724 0.7024 -0.184
O -10.0488 -23.6523 1.8143 -0.105
H -9.4529 -25.3694 0.8926 0.065
H -11.0243 -24.7805 0.3434 0.072
H -9.7526 -23.8817 -0.1667 0.052
H -10.0339 -22.7346 1.5329 0.029
C -6.2354 -29.4895 -2.8002 -0.092
O -6.6915 -28.3302 -2.0331 -0.163
H -6.6365 -29.3799 -3.8078 0.070
H -5.1583 -29.6540 -2.8305 0.078
H -6.6314 -30.4411 -2.4457 0.076
H -6.5648 -28.4496 -1.0890 0.036
C -4.7408 -21.6173 -2.9238 -0.763
O -4.4474 -22.7502 -3.2953 0.002
N -4.8798 -20.5523 -3.7079 0.168
N -5.0790 -21.3309 -1.7541 0.207
H -5.1608 -19.7054 -3.2348 0.106
H -4.7604 -20.5894 -4.7102 0.112
H -5.0212 -22.1016 -1.1038 0.083
H -5.1529 -20.3612 -1.4816 0.131
C -2.5155 -25.6626 -4.4837 -0.739
O -3.6453 -25.9998 -4.2607 0.049
N -1.5885 -25.8531 -3.5617 0.167
N -2.0195 -25.0461 -5.5206 0.192
H -0.6758 -25.4394 -3.6878 0.109
H -1.9193 -26.1524 -2.6556 0.094
H -2.6804 -24.8291 -6.2528 0.132
H -1.0318 -24.8383 -5.5570 0.117
C -13.9808 -26.4036 -3.8377 -0.739
O -14.4594 -25.8382 -2.8578 0.001
N -12.7750 -26.9863 -3.9452 0.173
N -14.7104 -26.5690 -4.9018 0.165
H -12.6174 -27.2343 -4.9115 0.097
H -12.0138 -26.7634 -3.3199 0.063
H -15.6906 -26.3328 -4.8431 0.131
H -14.1038 -26.9374 -5.6204 0.107
C -8.4427 -21.9075 -5.7279 -0.840
O -8.6480 -21.1844 -6.6294 0.069
N -9.3631 -22.5410 -4.9893 0.164
N -7.2842 -22.1833 -5.3039 0.190
H -9.0527 -23.0128 -4.1520 0.031
H -10.3430 -22.3862 -5.1788 0.111
H -7.2736 -22.7626 -4.4766 0.075
H -6.5685 -21.5780 -5.6801 0.112
C -3.3692 -23.8657 -0.1342 -0.770
O -4.5398 -23.5181 0.1215 0.000
N -2.4758 -24.1470 0.7673 0.165
N -2.8579 -24.0090 -1.3042 0.190
H -2.9324 -24.1596 1.6682 0.119
H -1.8032 -24.8564 0.5135 0.111
H -1.8941 -24.2637 -1.4663 0.111
H -3.4835 -23.6512 -2.0119 0.063
C -11.7703 -23.9262 -2.6193 -0.727
O -11.4860 -25.1326 -2.5624 -0.012
N -10.9769 -22.8951 -2.5120 0.174
N -12.9554 -23.5087 -2.8185 0.193
H -11.2651 -21.9328 -2.6176 0.119
H -9.9810 -23.0630 -2.5246 0.054
H -13.2039 -22.5327 -2.8947 0.127
H -13.5752 -24.2674 -3.0643 0.071
C -7.5675 -24.9230 -2.8284 -0.693
O -7.8362 -23.7576 -2.8077 0.003
N -6.2987 -25.2852 -2.7494 0.213
N -8.3885 -25.9910 -2.6721 0.191
H -6.1572 -26.2508 -3.0099 0.080
H -5.6781 -24.5364 -3.0216 0.079
H -7.8814 -26.7701 -2.2771 0.061
H -9.3494 -25.8282 -2.4071 0.079
C -9.9013 -30.1131 -3.1262 -0.755
O -9.3184 -30.7256 -4.0365 0.008
N -10.6013 -30.6133 -2.1738 0.160
N -9.9474 -28.8032 -2.9898 0.172
H -10.6816 -31.6149 -2.0708 0.128
H -11.0609 -29.9860 -1.5292 0.111
H -10.5462 -28.5639 -2.2125 0.096
H -9.4758 -28.1314 -3.5784 0.081
C -3.3553 -27.9188 -0.1980 -0.811
O -2.5618 -28.4151 -0.9228 0.063
N -4.3526 -27.1351 -0.5912 0.189
N -3.3887 -28.0826 1.0976 0.160
H -4.4466 -26.7560 -1.5227 0.091
H -4.9772 -26.8574 0.1522 0.085
H -3.8369 -27.4899 1.7818 0.112
H -2.4948 -28.4908 1.3307 0.116
C -9.2618 -20.5725 -0.3250 -0.740
O -9.6420 -20.8626 0.8246 0.028
N -8.5643 -21.2596 -1.1761 0.162
N -9.4618 -19.4435 -0.9202 0.156
H -8.0754 -22.0683 -0.8197 0.111
H -8.2862 -21.0031 -2.1126 0.108
H -9.0173 -19.2781 -1.8119 0.114
H -9.9914 -18.7785 -0.3749 0.126
```

The orbital gap comes out at 0.334 Ha. The energy is -2831.43419 Eh. The net charge is 0. The calculation puts the HOMO energy at -9.068 eV. Its energy relative to the best compared isomer or geometry (same formula, charge and spin) is 4.9970 eV.

=====

ORCA calculation (the ωB97M-V functional and the def2-TZVPD basis) on a molecular structure, C15H6Cl4N2O7SeTi.

The geometry in XYZ format:
```
36
Properties=species:S:1:pos:R:3:lowdin_charge:R:1
Ti 0.3846 0.5718 -0.0015 1.198
O -1.4851 0.2949 -3.6055 0.077
C -1.1927 0.4195 -2.4349 -0.543
O -0.0246 0.6903 -1.9368 -0.085
C -2.2302 0.2128 -1.3477 -0.168
C -3.5757 -0.0549 -1.5033 0.020
C -4.3328 -0.2442 -0.3528 -0.036
C -3.7378 -0.2022 0.9025 0.021
C -2.3816 0.0552 0.9651 -0.151
N -1.6976 0.2860 -0.1411 0.063
C -1.5003 0.0802 2.2032 -0.551
O -1.9927 -0.0572 3.3082 0.059
O -0.2564 0.2370 1.9035 -0.083
H -3.9981 -0.1027 -2.4964 0.119
H -5.3959 -0.4351 -0.4361 0.102
H -4.2898 -0.3631 1.8171 0.118
Cl 3.3449 -5.6171 -0.3582 0.607
C 3.0667 -3.9058 -0.2969 -0.718
C 4.1357 -3.0259 -0.3519 -0.722
Cl 5.7591 -3.6218 -0.4835 0.603
C 3.9012 -1.6436 -0.3010 -0.612
Cl 5.2090 -0.5100 -0.3486 0.666
C 2.6106 -1.1548 -0.2015 -0.354
O 2.2871 0.1198 -0.1206 -0.150
C 1.5101 -2.0507 -0.1574 -0.374
O 0.3410 -1.4887 -0.0815 -0.137
C 1.7571 -3.4197 -0.1953 -0.610
Cl 0.4011 -4.4939 -0.1185 0.661
Se -2.5310 3.7777 -0.2062 0.311
C -1.3893 5.1878 -0.1818 -1.040
N -0.6662 6.0982 -0.1605 -0.060
C 1.6287 2.9024 1.3831 -0.143
O 0.8272 2.2172 0.4675 -0.330
H 1.3362 2.6364 2.4035 0.085
H 1.5002 3.9769 1.2363 0.078
H 2.6774 2.6273 1.2297 0.081
```

The orbital gap comes out at 0.215 Ha. The energy is -6303.43907 Eh. The net charge is -2. The calculation puts the HOMO energy at -1.808 eV. Its energy relative to the best compared isomer or geometry (same formula, charge and spin) is 0.3318 eV.